No. 1
Molecular formula: C5H11N
Method: DFT, ωB97M-V/def2-TZVPD

```
17
Properties=species:S:1:pos:R:3:nbo_charge:R:1
C 1.14981 -2.40423 0.98565 -0.044
N 0.17492 -1.65802 0.71069 -0.394
C 0.33069 -0.87619 -0.52569 -0.261
C -0.90238 -0.03649 -0.82613 -0.408
C -1.02868 0.98636 0.33504 -0.404
C -0.02180 2.14019 0.07242 -0.608
H 1.93256 -2.54723 0.20022 0.120
H 1.31645 -3.03563 1.85219 0.177
H 1.25671 -0.30417 -0.50060 0.194
H 0.55125 -1.55234 -1.37978 0.190
H -1.74805 -0.72604 -0.85593 0.213
H -0.83681 0.49907 -1.77309 0.208
H -0.84573 0.60894 1.34409 0.217
H -1.98404 1.51718 0.42442 0.202
H 0.04788 2.89536 0.86370 0.208
H 0.99297 1.79950 -0.12642 0.193
H -0.38576 2.69376 -0.80080 0.195
```

Computed properties:
- Energy: -251.81905 a.u.
- SMILES: C=NCCCC
- ΔE to the lowest compared entry with this formula, charge and spin: 27.3 kcal/mol
- M: 85.150 g mol⁻¹
- Frontier orbital gap: 0.40068 hartree
- Max |F|: 1.92 eV/Å
- HOMO: -0.35683 Eh

***

No. 2
Molecular formula: C10H12O2
Method: DFT, ωB97M-V/def2-TZVPD

```
24
Properties=species:S:1:pos:R:3:nbo_charge:R:1
C -1.67372 1.52287 1.80623 -0.255
C -1.32858 1.03661 0.76836 0.020
C -1.36136 0.47954 -0.55024 -0.361
C -2.67724 0.81836 -1.26641 -0.573
C -1.12557 -1.05419 -0.48631 -0.058
O -0.64032 -1.53805 0.74846 -0.491
C 0.69945 -1.12109 0.96421 0.054
C 1.68486 -0.76260 0.11407 0.217
C 3.05269 -0.23107 0.55662 -0.476
C 3.52725 0.41846 -0.64624 -0.304
C 2.66479 0.31845 -1.62061 0.138
O 1.60288 -0.36722 -1.27578 -0.500
H -1.55157 1.82004 2.84767 0.240
H -0.50913 0.85937 -1.22757 0.242
H -2.63599 0.47958 -2.30818 0.212
H -2.73628 1.97505 -1.27167 0.218
H -3.46867 0.44967 -0.70713 0.210
H -2.06217 -1.55332 -0.64128 0.188
H -0.39507 -1.51670 -1.30310 0.193
H 0.98327 -1.57234 1.88007 0.205
H 3.62557 -1.14462 0.73970 0.224
H 2.97144 0.40474 1.32732 0.227
H 4.48616 0.92240 -0.71712 0.220
H 2.78102 0.57439 -2.71230 0.210
```

Computed properties:
- Energy: -538.53083 a.u.
- SMILES: C#C[C@H](C)CO/C=C1/CC=CO1
- ΔE to the lowest compared entry with this formula, charge and spin: 118.6 kcal/mol
- M: 164.204 g mol⁻¹
- Frontier orbital gap: 0.32494 hartree
- Max |F|: 4.46 eV/Å
- HOMO: -0.29168 Eh

***

No. 3
Molecular formula: C2H5N3
Method: DFT, ωB97M-V/def2-TZVPD

```
10
Properties=species:S:1:pos:R:3:nbo_charge:R:1
H 2.38616 -1.54877 1.60381 0.322
N 2.17448 -0.66993 0.80658 -0.630
C 0.79451 -0.86440 0.81733 0.225
N -0.22356 -0.30856 -0.01853 -0.437
N -0.01921 0.82297 -0.77602 -0.190
C -1.21248 1.44805 -1.11198 -0.218
H 0.41686 -1.51347 1.59527 0.163
H -1.06086 -0.63569 0.09959 0.358
H -2.30426 1.26604 -0.74260 0.190
H -0.95164 2.00377 -2.27344 0.218
```

Computed properties:
- Energy: -243.29923 a.u.
- SMILES: [H]/N=C/NN=C
- ΔE to the lowest compared entry with this formula, charge and spin: 102.1 kcal/mol
- M: 71.083 g mol⁻¹
- Frontier orbital gap: 0.33428 hartree
- Max |F|: 8.60 eV/Å
- HOMO: -0.32520 Eh

***

No. 4
Molecular formula: C3H7O3
Method: DFT, ωB97M-V/def2-TZVPD

```
13
Properties=species:S:1:pos:R:3:lowdin_spin:R:1
O -0.73938 -2.61126 -1.22203 0.002
H -1.60048 -2.20264 -1.01853 0.000
H -0.90409 -3.11929 -2.04696 0.000
C 1.25780 0.12840 0.18878 0.446
C 0.75218 1.46139 0.20129 0.085
O 1.46398 2.36980 -0.27850 0.276
C -0.63170 1.62811 0.81807 -0.001
O 0.56200 -0.91702 0.64160 0.162
H 2.25725 -0.08094 -0.18985 0.018
H -1.23289 0.71675 0.71509 -0.001
H -0.53919 1.80163 1.90010 0.001
H -1.15068 2.45952 0.33143 0.000
H 0.50520 -1.63444 -0.04047 0.012
```

Computed properties:
- Energy: -344.17190 a.u.
- ΔE to the lowest compared entry with this formula, charge and spin: 0.0 kcal/mol
- M: 91.086 g mol⁻¹
- Frontier orbital gap (spin up / spin down): 0.31113 / 0.33111 hartree
- Max |F|: 1.35 eV/Å
- 2S+1: 2
- HOMO (spin up / spin down): -0.30355 / -0.34461 Eh
- <S²>: 0.76

***

No. 5
Molecular formula: C9H14O
Method: DFT, ωB97M-V/def2-TZVPD

```
24
Properties=species:S:1:pos:R:3:nbo_charge:R:1
C 3.11944 -2.67890 -0.22140 -0.633
C 2.19016 -1.61664 0.30724 -0.066
C 2.76306 -0.47854 0.87637 -0.180
C 1.90718 0.54693 1.25622 -0.250
C 0.53020 0.33709 0.99398 0.301
O -0.20572 1.45899 1.33936 -0.676
C -0.04821 -0.85596 0.62615 -0.297
C 0.83361 -1.89476 0.26952 -0.185
H 3.95173 -3.00276 0.40429 0.216
H 3.52839 -2.37914 -1.20464 0.214
H 2.68000 -3.63979 -0.54783 0.213
H 3.84198 -0.35440 0.85245 0.214
H 2.31444 1.35226 1.85389 0.229
H -1.15085 1.26437 1.23249 0.468
H -1.12988 -0.91845 0.68141 0.215
H 0.51038 -2.86086 -0.09220 0.217
C -3.17196 1.32544 -0.63106 -0.602
C -3.10548 2.56574 -1.53217 -0.623
H -3.43724 0.46898 -1.25434 0.215
H -2.36755 1.15081 0.08857 0.172
H -4.05906 1.42409 0.00734 0.206
H -3.38010 2.29748 -2.56276 0.209
H -2.22895 3.20821 -1.48885 0.218
H -3.88559 3.27980 -1.25405 0.204
```

Computed properties:
- Energy: -426.53459 a.u.
- SMILES: Cc1ccc(O)cc1.CC
- ΔE to the lowest compared entry with this formula, charge and spin: 24.0 kcal/mol
- M: 138.210 g mol⁻¹
- Frontier orbital gap: 0.33946 hartree
- Max |F|: 2.68 eV/Å
- HOMO: -0.30408 Eh

***

No. 6
Molecular formula: C22H26CsN5O2PS5
Method: DFT, ωB97M-V/def2-TZVPD

```
62
Properties=species:S:1:pos:R:3:lowdin_spin:R:1
Cs 0.43364 -0.21524 -0.54744 0.006
C -3.73157 -4.75040 -2.38413 0.003
S -3.88913 -4.00264 -0.75278 0.019
C -2.93648 -2.46806 -0.90000 0.073
S -1.87318 -2.22578 -2.23782 0.040
N -3.23399 -1.72699 0.11406 -0.016
N -2.50561 -0.56503 0.27304 0.249
C -3.13481 0.31602 1.02938 0.075
C -2.56559 1.54101 1.44114 0.134
C -3.31236 2.44595 2.25640 0.036
C -2.76942 3.62971 2.66142 0.071
C -1.44765 3.95799 2.26020 0.129
C -0.78268 3.03197 1.47258 0.014
N -1.27191 1.86693 1.06201 0.145
H -4.26783 -5.70050 -2.32750 0.000
H -2.68707 -4.91986 -2.63592 0.000
H -4.17445 -4.11896 -3.15290 0.001
H -4.14500 0.08694 1.37668 0.004
H -4.32207 2.17082 2.54479 -0.001
H -3.34309 4.31136 3.28183 0.003
H -0.97072 4.88447 2.55113 0.011
H 0.23624 3.24201 1.14787 -0.003
C 7.72137 2.20066 -1.08880 0.000
C 6.25639 2.18475 -0.70677 0.000
O 5.52751 1.58297 -1.76978 0.000
P 4.06204 0.93584 -1.41485 0.000
S 4.33587 -0.56600 -0.15811 0.000
S 2.77432 2.34452 -0.97679 0.000
O 3.71038 0.39286 -2.89665 0.000
C 4.48381 -0.64556 -3.49981 0.000
C 5.39670 -0.06839 -4.56444 0.000
H 8.31442 2.66946 -0.30010 0.000
H 7.87082 2.75921 -2.01483 0.000
H 8.08054 1.18145 -1.23785 0.000
H 5.87511 3.19741 -0.54561 0.000
H 6.10478 1.61265 0.21269 0.000
H 3.77087 -1.34684 -3.93809 0.000
H 5.04926 -1.17859 -2.73245 0.000
H 4.81363 0.45562 -5.32334 0.000
H 5.96120 -0.86954 -5.04951 0.000
H 6.09453 0.63717 -4.11526 0.000
S 0.06989 -0.61801 7.09846 0.000
C 0.33161 -0.75585 5.33768 0.000
C -0.69489 -0.48923 4.44891 0.001
C -0.43294 -0.59738 3.08655 0.003
N 0.76377 -0.92627 2.60381 0.001
C 1.74443 -1.17099 3.46722 0.000
C 1.58309 -1.10290 4.84271 0.000
C -0.74879 -2.16071 7.42429 0.000
C -0.22660 -3.37980 7.00871 0.000
C -0.90247 -4.53918 7.34573 0.000
N -2.02266 -4.56629 8.06980 0.000
C -2.51248 -3.39371 8.45712 0.000
C -1.92652 -2.17173 8.15688 0.000
H -1.67940 -0.19611 4.78729 0.000
H -1.21791 -0.40794 2.36138 0.004
H 2.70988 -1.41329 3.03489 0.000
H 2.41213 -1.29811 5.50994 0.000
H 0.68096 -3.42183 6.42144 0.000
H -0.52041 -5.50137 7.02323 0.000
H -3.43329 -3.42595 9.03025 0.000
H -2.38150 -1.24481 8.47907 0.000
```

Computed properties:
- Energy: -3630.77097 a.u.
- ΔE to the lowest compared entry with this formula, charge and spin: 0.0 kcal/mol
- M: 716.697 g mol⁻¹
- Frontier orbital gap (spin up / spin down): 0.10816 / 0.18188 hartree
- Max |F|: 0.23 eV/Å
- 2S+1: 2
- HOMO (spin up / spin down): 0.02222 / -0.05157 Eh
- Net charge: -2
- <S²>: 0.78